ORCA calculation (ωB97M-V/def2-TZVPD) on C25H43BeCl5FIKN3O11S as an isolated structure.

Geometry as XYZ:
```
92
Properties=species:S:1:pos:R:3:lowdin_charge:R:1
C -2.2935 -3.6112 -0.2317 -0.153
C -0.9823 -3.2920 0.7563 -0.299
C -1.5986 -2.5747 2.0944 -0.630
I -1.7741 -4.1599 3.6351 0.741
C -0.6774 -1.3810 2.7360 -0.288
C 0.9129 -1.4376 2.3434 -0.180
O 1.7566 -0.4466 3.0616 -0.284
S 1.2698 1.1499 2.7149 0.823
O 1.4388 1.5762 1.2371 -0.382
O 2.0873 2.1188 3.6373 -0.394
C -0.5382 1.3478 3.1775 -0.192
C -1.3786 0.1096 2.4688 -0.238
C -1.7647 0.3804 0.8988 -0.144
O -0.7563 -0.0671 -0.0777 -0.122
C -1.3751 -0.2284 -1.4245 -0.269
C -0.9185 -1.3575 -2.5372 -0.024
O -2.3750 0.6005 -1.7875 -0.055
H -2.9987 -4.4362 0.2107 0.072
H -1.9163 -3.8187 -1.3221 0.020
H -2.8861 -2.5761 -0.2768 0.085
H -0.2678 -2.6247 0.1134 0.082
H -0.5056 -4.3286 1.0423 0.070
H -2.7058 -2.1595 1.9350 0.107
H -0.7303 -1.5234 3.9201 0.119
H 1.3034 -2.5070 2.7017 0.148
H 1.1425 -1.3463 1.1941 0.125
H -0.9948 2.4135 2.8993 0.135
H -0.6376 1.1936 4.3568 0.123
H -2.4141 0.0578 3.0611 0.129
H -1.8388 1.5646 0.7740 0.147
H -2.8416 -0.0396 0.7128 0.137
H -0.3576 -0.7874 -3.4054 0.094
H -1.8219 -1.9189 -3.0399 0.103
H -0.1244 -2.0870 -2.0459 0.084
C 0.3266 3.5920 -3.7691 -0.470
O 0.7884 2.4651 -3.8932 -0.026
N 0.0765 4.2260 -2.5706 -0.172
C -0.4728 5.5644 -2.5079 -0.207
C 0.3719 3.5328 -1.3340 -0.033
H 0.0662 4.2076 -4.6459 -0.279
H 0.2325 6.2115 -1.9785 -0.032
H -1.4214 5.5321 -1.9643 0.108
H -0.6466 5.9665 -3.5096 -0.066
H 1.4368 3.2821 -1.3122 0.096
H -0.2087 2.6061 -1.2980 0.083
H 0.1228 4.1573 -0.4717 0.098
Be -0.0538 7.6971 -3.0267 0.274
F -2.7284 1.0999 4.4914 -0.491
Cl -0.7744 4.6883 -5.8432 -0.031
C -1.6847 -7.1640 -1.8699 -1.985
Cl -0.2868 -6.0671 -1.7395 0.546
Cl -2.3425 -7.4837 -0.2452 0.525
Cl -2.9414 -6.4071 -2.8810 0.512
Cl -1.1682 -8.6984 -2.6140 0.524
C 3.7108 4.8550 -6.8700 0.000
C 3.4335 6.1979 -7.4734 -0.424
O 3.7310 7.2722 -6.9919 0.215
N 2.7131 6.3525 -8.6779 0.047
C 3.1921 5.5796 -9.8332 0.026
H 4.2849 4.9828 -5.9474 0.141
H 2.7663 4.3592 -6.6364 -0.013
H 4.2962 4.2449 -7.5598 0.114
H 1.7448 6.0947 -8.4677 0.138
H 2.7387 7.3697 -8.8302 0.216
H 2.5614 5.8402 -10.6871 0.131
H 3.0997 4.5140 -9.6144 0.075
H 4.2304 5.8573 -10.0317 0.139
C -2.2721 3.5485 5.8889 -0.943
O -1.7353 3.4113 4.8005 0.202
O -1.9948 2.9035 6.9066 0.244
O -3.1758 4.3538 6.1413 0.270
C 4.1232 -8.4503 -0.8847 -0.097
C 2.7791 -8.5851 -0.1995 -0.321
O 1.7334 -8.3887 -1.1398 -0.161
H 4.2239 -7.4609 -1.3430 0.077
H 4.9404 -8.5945 -0.1724 0.074
H 4.2231 -9.1856 -1.6897 0.071
H 2.6745 -7.8343 0.5893 0.117
H 2.6656 -9.5762 0.2501 0.109
H 1.8302 -9.0655 -1.8316 0.074
N -3.5564 -0.6531 10.2893 0.043
C -2.6497 -1.6165 10.5631 -0.170
C -1.3854 -1.6678 9.9982 -0.092
C -1.0278 -0.6734 9.0939 -0.076
C -1.9406 0.3314 8.7902 -0.058
C -3.1800 0.2997 9.4090 -0.140
H -2.9771 -2.3715 11.2720 0.093
H -0.6965 -2.4639 10.2568 0.094
H -0.0459 -0.6811 8.6298 0.104
H -1.6926 1.1202 8.0891 0.074
H -3.9256 1.0638 9.2077 0.105
K 1.4298 3.9047 -7.8447 0.838
```

## Properties
HOMO-LUMO gap (eV): 3.0

ORCA calculation (ωB97M-V/def2-TZVPD) on C3H10N2O2 in the gas phase.

Geometry as XYZ:
```
17
Properties=species:S:1:pos:R:3:lowdin_charge:R:1
C 1.5762 -0.2420 0.2900 -0.256
C -0.5826 2.1955 -0.3200 -0.085
C -1.5617 -0.0135 -0.3348 -0.085
N -0.4203 0.8006 0.0287 -0.248
N 0.6283 -2.4176 0.5749 0.022
O 0.7686 0.2996 -0.6890 -0.078
O 1.7413 -1.6660 0.0777 -0.188
H 0.4734 -3.1481 -0.1169 0.086
H 0.9457 -2.8638 1.4365 0.082
H 2.5930 0.1370 0.1380 0.127
H 1.2592 -0.0830 1.3296 0.133
H -1.4109 2.5963 0.2626 0.087
H 0.3299 2.7272 -0.0558 0.085
H -0.7890 2.3419 -1.3871 0.085
H -1.3303 -1.0463 -0.0815 0.060
H -2.4172 0.3235 0.2489 0.088
H -1.8036 0.0586 -1.4021 0.086
```

## Properties
HOMO-LUMO gap (eV): 10.1
SMILES: CN(C)OCON
Energy relative to the best compared isomer or geometry (same formula, charge and spin) (kJ/mol): 476.3

ORCA calculation (ωB97M-V/def2-TZVPD) on C28H37F5Ge2O2V as an isolated structure.

Geometry as XYZ:
```
75
Properties=species:S:1:pos:R:3:lowdin_charge:R:1
V -0.4972 -0.8170 0.9313 0.803
C 3.8591 -1.3090 -1.6894 -0.165
C 2.4355 -1.4728 -1.1550 -0.352
Ge 2.1862 -0.4769 0.5215 0.868
C 2.5354 -1.6270 2.0897 -0.359
C 4.0371 -1.8444 2.2959 -0.165
C 3.2533 1.1480 0.4817 -0.225
C 2.4746 2.2392 0.5009 -0.346
Ge 0.5950 1.6620 0.7439 0.905
C -0.6750 1.9494 -0.7543 -0.345
C -0.7584 3.3547 -1.3534 -0.166
C 0.0369 2.3933 2.4957 -0.332
C -0.7530 3.7008 2.3782 -0.155
C 2.9437 3.6360 0.5334 -0.234
C 2.0765 4.6844 0.2287 -0.052
C 2.5076 6.0020 0.2565 -0.071
C 3.8191 6.2932 0.5997 -0.087
C 4.6914 5.2606 0.9144 -0.078
C 4.2588 3.9450 0.8833 -0.034
H 3.9878 -1.8813 -2.6097 0.071
H 4.6044 -1.6631 -0.9753 0.058
H 4.0840 -0.2650 -1.9118 0.062
H 2.1911 -2.5120 -0.9394 0.064
H 1.7052 -1.1167 -1.8819 0.051
H 2.0267 -2.5775 1.9091 0.063
H 2.0885 -1.1768 2.9791 0.057
H 4.4944 -2.3096 1.4218 0.060
H 4.2189 -2.4978 3.1503 0.071
H 4.5522 -0.9006 2.4801 0.064
H 4.3396 1.1909 0.4182 0.063
H -1.6534 1.6379 -0.3811 0.049
H -0.3894 1.2345 -1.5301 0.052
H -1.0117 4.1019 -0.6006 0.057
H -1.5343 3.3898 -2.1201 0.074
H 0.1834 3.6428 -1.8210 0.066
H 0.9680 2.5605 3.0418 0.070
H -0.5324 1.6518 3.0500 0.031
H -0.1558 4.4882 1.9223 0.051
H -1.0515 4.0495 3.3687 0.076
H -1.6590 3.5662 1.7921 0.059
H 1.0589 4.4593 -0.0484 0.061
H 1.8188 6.7998 0.0108 0.106
H 4.1609 7.3193 0.6282 0.102
H 5.7137 5.4819 1.1929 0.104
H 4.9440 3.1506 1.1483 0.105
F -3.4584 -0.4831 0.9823 0.027
C -2.4012 -0.0160 1.7332 -0.430
F -2.7298 1.2654 2.0711 0.029
C -2.3876 -0.8387 3.0225 -0.590
F -3.2634 -0.5481 3.9737 0.183
F -1.1292 -0.6944 3.5695 0.080
F -2.4920 -2.1436 2.7144 0.141
C -5.7916 -3.2662 -3.5332 -0.051
C -4.5082 -3.3065 -2.7472 -0.262
C -3.3334 -2.7814 -3.2678 -0.010
C -2.1451 -2.7971 -2.5479 -0.195
C -0.9089 -2.1952 -3.1710 -0.034
C -2.1302 -3.3859 -1.2778 -0.062
C -3.2951 -3.9418 -0.7417 -0.194
C -3.3314 -4.6007 0.6145 -0.031
C -4.4674 -3.8773 -1.4831 -0.010
C -0.8482 -3.4124 -0.4866 -0.555
O -0.3846 -4.4384 -0.0335 0.097
O -0.2628 -2.2327 -0.3558 -0.228
H -5.6616 -2.7213 -4.4672 0.072
H -6.5837 -2.7807 -2.9615 0.080
H -6.1320 -4.2746 -3.7746 0.081
H -3.3387 -2.3426 -4.2602 0.114
H -1.0144 -2.1468 -4.2543 0.080
H -0.0140 -2.7718 -2.9378 0.081
H -0.7499 -1.1808 -2.8000 0.071
H -2.4692 -4.3417 1.2218 0.058
H -3.3311 -5.6871 0.5109 0.092
H -4.2403 -4.3159 1.1459 0.083
H -5.3760 -4.2887 -1.0555 0.123
```

## Properties
<S²>: 3.77
HOMO-LUMO gap (spin up / spin down) (eV): 8.6 / 8.2
Energy relative to the best compared isomer or geometry (same formula, charge and spin) (kJ/mol): 27.9
Multiplicity: 4

no.,calculated total energy (eV)
1,-154584.2455
2,-10344.5513
3,-186037.1174